w | C3H9NO2P | wB97M-V/def2-TZVPD

Computed properties:
* total charge: -1
* orbital gap: 0.270 Eh
* E_LUMO: 3.766 eV
* highest occupied orbital energy: -0.1313 Eh
* spin multiplicity: 1

Last column: natural (NBO) charge in e.
CARTESIAN COORDINATES (ANGSTROEM)
H (-0.235, -2.538, 0.572)  0.154
C (1.690, 2.581, 1.503)  -0.434
H (0.181, 1.681, 0.391)  0.228
H (1.334, -1.897, 0.323)  0.159
H (0.085, 1.437, 2.255)  0.185
H (2.034, 3.182, 0.688)  0.183
C (0.607, 1.853, 1.382)  -0.341
H (2.049, 2.894, 2.485)  0.171
H (-2.008, 0.246, -0.166)  -0.201
O (-1.587, 0.088, -2.576)  -0.973
H (-0.988, -0.733, -2.721)  0.460
P (-1.594, -0.727, -1.145)  2.001
O (-2.493, -1.998, -1.036)  -1.157
C (0.408, -2.138, -0.223)  -0.401
N (-0.040, -0.912, -0.807)  -1.183
H (0.557, -3.019, -0.926)  0.147


x | C3H9NO2P | wB97M-V/def2-TZVPD

Computed properties:
* total charge: -1
* orbital gap (alpha / beta): 0.271 / 0.271 Eh
* E_LUMO (alpha / beta): 4.042 / 4.042 eV
* highest occupied orbital energy (alpha / beta): -0.1229 / -0.1228 Eh
* spin multiplicity: 1

Last column: natural (NBO) charge in e.
CARTESIAN COORDINATES (ANGSTROEM)
O (-2.917, -1.467, 0.332)  -1.128
H (0.691, 0.698, 1.937)  0.207
H (0.648, -1.950, -0.633)  0.197
H (2.081, -0.269, 1.405)  0.168
P (-2.453, -0.016, 0.259)  2.152
H (-0.615, -1.287, -1.745)  0.195
H (0.615, 0.919, -0.558)  0.162
C (0.348, -1.092, -1.098)  -0.634
C (0.920, -0.248, 1.315)  -0.663
H (1.203, -1.059, -1.909)  0.148
N (-2.990, 0.680, -1.294)  -1.211
O (-2.918, 0.986, 1.240)  -1.158
H (0.352, -1.002, 1.875)  0.218
H (-2.264, 0.195, -1.947)  0.377
C (0.284, 0.016, -0.136)  -0.422
H (-3.023, 1.703, -1.123)  0.392


Order from most stable to least stable according to the calculation: x, w


w | CH2FNO | wB97M-V/def2-TZVPD

Computed properties:
* total charge: 0
* orbital gap (alpha / beta): 0.293 / 0.349 Eh
* E_LUMO (alpha / beta): -2.294 / -1.288 eV
* highest occupied orbital energy (alpha / beta): -0.3768 / -0.3967 Eh
* spin multiplicity: 1

Last column: natural (NBO) charge in e.
CARTESIAN COORDINATES (ANGSTROEM)
H (0.319, -1.612, -1.486)  0.199
N (0.360, -0.002, -0.515)  -0.075
F (-0.109, 0.830, -1.458)  -0.201
O (-0.490, 1.304, 1.254)  -0.500
C (-0.129, 0.223, 0.802)  0.442
H (0.048, -0.742, 1.402)  0.137


x | CH2FNO | wB97M-V/def2-TZVPD

Computed properties:
* total charge: 0
* orbital gap (alpha / beta): 0.329 / 0.329 Eh
* E_LUMO (alpha / beta): -0.335 / -0.335 eV
* highest occupied orbital energy (alpha / beta): -0.3411 / -0.3409 Eh
* spin multiplicity: 1

Last column: natural (NBO) charge in e.
CARTESIAN COORDINATES (ANGSTROEM)
F (0.553, 0.130, -1.576)  -0.157
N (-0.314, -0.218, -0.579)  -0.152
H (-1.260, -0.221, -0.956)  0.406
O (1.524, 0.817, 0.936)  -0.657
H (-0.551, -0.353, 1.518)  0.218
C (0.047, -0.154, 0.658)  0.342


Order from most stable to least stable according to the calculation: w, x


w | H25O16S | wB97M-V/def2-TZVPD

Computed properties:
* total charge: -1
* orbital gap: 0.323 Eh
* E_LUMO: 1.709 eV
* highest occupied orbital energy: -0.2601 Eh
* spin multiplicity: 1

Last column: natural (NBO) charge in e.
CARTESIAN COORDINATES (ANGSTROEM)
H (-1.673, -1.801, -0.497)  0.482
H (-2.001, -3.010, -1.355)  0.491
O (2.931, -0.875, -2.439)  -0.947
H (-1.465, -0.742, -2.201)  0.490
H (-2.483, 2.246, 2.615)  0.461
O (-3.366, 1.148, -1.287)  -0.942
O (0.885, 0.327, -0.746)  -1.058
H (-0.160, -2.297, 1.747)  0.570
H (1.517, -0.669, 1.928)  0.484
H (3.019, -0.592, 2.037)  0.470
O (-2.123, -2.707, -0.370)  -1.055
H (2.182, -0.675, -1.885)  0.482
O (-2.104, 1.468, 2.855)  -0.952
S (-0.151, -0.016, 0.125)  2.758
H (2.016, 1.523, 2.270)  0.484
H (-2.746, 0.511, -0.891)  0.482
H (-1.705, -2.895, 1.671)  0.581
O (1.040, 1.327, -3.242)  -0.932
O (2.229, -0.435, 2.592)  -0.984
H (1.327, -2.359, 0.375)  0.475
O (-1.507, -0.933, -3.246)  -0.985
O (2.734, 2.060, -0.367)  -1.025
O (2.039, -2.990, 0.276)  -0.951
O (-1.571, 3.311, 0.537)  -1.007
O (1.348, 2.249, 2.164)  -0.982
O (-0.918, -2.832, 2.275)  -0.801
H (-1.564, 1.394, 2.107)  0.462
H (-2.306, -0.443, -3.550)  0.453
H (-1.394, 3.535, -0.429)  0.492
H (2.638, -1.484, -3.091)  0.460
H (2.360, 2.422, 0.487)  0.480
O (0.330, -1.140, 0.937)  -1.105
O (-0.533, 1.187, 0.885)  -1.052
O (-1.299, -0.491, -0.639)  -1.062
H (0.988, 1.044, -2.399)  0.466
H (-1.113, -2.299, 3.020)  0.533
H (1.958, 1.404, -0.564)  0.476
H (2.604, -2.832, 0.990)  0.455
H (-2.884, 1.032, -2.215)  0.442
H (1.667, 1.977, -3.187)  0.458
H (-1.345, 2.468, 0.916)  0.480
H (0.597, 1.883, 1.791)  0.474


x | H25O16S | wB97M-V/def2-TZVPD

Computed properties:
* total charge: -1
* orbital gap: 0.281 Eh
* E_LUMO: 1.138 eV
* highest occupied orbital energy: -0.2394 Eh
* spin multiplicity: 1

Last column: natural (NBO) charge in e.
CARTESIAN COORDINATES (ANGSTROEM)
O (3.212, 1.222, -1.508)  -1.024
O (-3.245, -1.693, -0.152)  -0.973
S (-0.110, -0.050, -0.308)  2.821
H (-2.144, -1.793, -0.378)  0.470
H (-1.898, 1.946, -0.982)  0.454
O (-1.471, -2.177, 2.252)  -0.989
O (1.301, -0.230, -0.526)  -1.096
H (-1.092, 0.405, -4.200)  0.475
H (-2.398, 1.869, 2.423)  0.453
H (-1.428, -1.982, 1.276)  0.499
O (-2.624, 2.391, -0.900)  -0.961
H (-0.610, -2.692, -0.746)  0.480
O (0.495, 0.234, 3.354)  -0.752
H (1.528, -2.589, -1.601)  0.466
H (-2.708, 2.677, 0.087)  0.482
H (0.282, 0.518, 2.449)  0.562
H (1.484, 3.053, 0.229)  0.482
O (2.410, -2.349, -1.689)  -0.978
H (2.530, 0.567, -1.026)  0.528
H (-1.432, 0.342, -2.474)  0.502
H (3.869, 1.863, -0.950)  0.489
H (-0.818, -4.235, -0.923)  0.460
H (3.063, -1.611, 1.490)  0.497
H (-0.136, 0.524, 3.987)  0.524
O (1.652, 2.556, 0.973)  -0.996
O (2.674, -0.668, 1.701)  -1.021
O (-0.165, -3.499, -1.183)  -0.977
H (0.338, 1.707, -2.129)  0.479
H (2.122, -0.266, 1.035)  0.502
O (-1.802, 2.410, 1.754)  -0.980
O (-0.063, 0.585, 1.011)  -1.141
H (2.200, -1.515, -1.096)  0.477
O (1.051, 2.335, -2.429)  -1.050
O (-0.821, -1.248, -0.240)  -1.054
H (1.941, 2.099, -2.045)  0.490
H (1.119, 1.719, 1.017)  0.474
O (-0.601, 0.839, -1.241)  -1.025
H (0.612, -0.715, 3.555)  0.570
O (-1.679, 0.032, -3.449)  -1.023
H (-1.067, 1.780, 1.484)  0.499
H (-2.304, -1.790, 2.468)  0.467
H (-3.266, -2.574, -0.367)  0.437


Order from most stable to least stable according to the calculation: w, x


w | C5H11N3O | wB97M-V/def2-TZVPD

Computed properties:
* total charge: 0
* orbital gap: 0.332 Eh
* SMILES: [H]/N=C(\N=C(\C)[O-])[NH+](C)C
* E_LUMO: 0.479 eV
* highest occupied orbital energy: -0.3143 Eh
* spin multiplicity: 1

Last column: natural (NBO) charge in e.
CARTESIAN COORDINATES (ANGSTROEM)
C (-2.872, 0.681, 0.894)  -0.696
C (-2.085, -0.263, 0.004)  0.673
C (0.072, -0.748, -0.636)  0.587
N (1.538, -0.260, -0.389)  -0.392
H (-2.780, 1.696, 0.508)  0.223
H (2.681, 1.498, -0.627)  0.206
H (0.938, 1.718, -0.285)  0.250
H (-2.467, 0.660, 1.904)  0.220
H (2.890, -0.064, 1.222)  0.206
N (-0.748, -0.016, 0.073)  -0.770
H (1.153, 0.117, 1.610)  0.250
C (1.679, 1.127, -0.826)  -0.423
O (-2.623, -1.120, -0.677)  -0.641
H (-3.919, 0.387, 0.902)  0.221
C (1.886, -0.434, 1.020)  -0.423
H (-0.825, -2.076, -1.651)  0.398
H (1.469, 1.193, -1.893)  0.230
N (0.103, -1.715, -1.449)  -0.790
H (1.824, -1.488, 1.280)  0.230
H (2.085, -0.893, -0.983)  0.442


x | C5H11N3O | wB97M-V/def2-TZVPD

Computed properties:
* total charge: 0
* orbital gap (alpha / beta): 0.279 / 0.279 Eh
* E_LUMO (alpha / beta): 0.004 / 0.003 eV
* highest occupied orbital energy (alpha / beta): -0.2789 / -0.2789 Eh
* spin multiplicity: 1

Last column: natural (NBO) charge in e.
CARTESIAN COORDINATES (ANGSTROEM)
H (2.037, 1.210, 2.097)  0.286
H (-0.225, 1.404, -1.439)  0.401
C (-2.267, -0.788, -0.029)  -0.627
H (0.296, 0.396, -2.756)  0.397
O (0.403, -1.683, -1.314)  -0.691
C (2.053, -0.179, 0.559)  0.562
H (0.505, 1.288, 1.039)  0.369
H (2.321, 1.869, 0.444)  0.268
N (-0.909, 1.030, 0.988)  -0.872
H (-1.506, 1.632, 0.420)  0.330
C (0.117, -0.556, -0.945)  0.603
N (0.098, 0.511, -1.774)  -0.844
C (-0.946, -0.258, 0.528)  -0.042
C (1.828, 1.103, 1.034)  -0.840
H (1.975, -1.996, -0.068)  0.446
N (2.510, -1.286, 0.453)  -0.572
H (-2.650, -0.130, -0.812)  0.202
H (-0.497, -0.962, 1.231)  0.177
H (-2.994, -0.815, 0.785)  0.219
H (-2.148, -1.789, -0.441)  0.228


Order from most stable to least stable according to the calculation: w, x


w | C5H11N3O | wB97M-V/def2-TZVPD

Computed properties:
* total charge: 0
* orbital gap: 0.247 Eh
* SMILES: CN(N)C=O.C=CN=C
* E_LUMO: -1.075 eV
* highest occupied orbital energy: -0.2868 Eh
* spin multiplicity: 1

Last column: natural (NBO) charge in e.
CARTESIAN COORDINATES (ANGSTROEM)
N (1.122, 0.537, 0.210)  -0.213
H (2.128, -0.737, -1.085)  0.207
C (0.636, -0.491, 1.156)  0.411
H (-0.338, 0.190, -2.697)  0.186
H (-1.693, -1.029, -2.281)  0.160
O (0.536, -0.109, 2.347)  -0.681
N (-1.044, 0.223, -0.781)  -0.365
C (-1.016, -0.233, -1.955)  -0.124
N (0.953, 1.834, 0.649)  -0.656
H (0.597, 1.738, 1.609)  0.397
C (-1.273, -0.935, 0.488)  -0.146
H (-3.151, -1.387, 1.393)  0.208
H (-1.238, -1.909, 0.000)  0.180
H (1.264, -1.385, 0.952)  0.157
C (2.061, 0.326, -0.859)  -0.405
H (-2.327, 0.199, 1.899)  0.206
H (3.038, 0.723, -0.573)  0.213
H (0.331, 2.310, -0.005)  0.360
H (1.732, 0.838, -1.769)  0.184
C (-2.320, -0.703, 1.304)  -0.280


x | C5H11N3O | wB97M-V/def2-TZVPD

Computed properties:
* total charge: 0
* orbital gap: 0.330 Eh
* SMILES: CN1CCN(N=O)CC1
* E_LUMO: 0.739 eV
* highest occupied orbital energy: -0.3029 Eh
* spin multiplicity: 1

Last column: natural (NBO) charge in e.
CARTESIAN COORDINATES (ANGSTROEM)
C (0.831, 1.356, 0.421)  -0.227
H (1.453, 2.248, 0.073)  0.249
H (-2.449, 0.296, -1.433)  0.195
O (3.632, -0.489, -0.525)  -0.426
H (1.742, -1.883, 0.556)  0.229
C (-0.281, -1.148, 0.573)  -0.217
N (2.954, 0.426, -0.112)  0.226
H (-0.371, -0.787, 1.622)  0.168
C (-2.346, -0.261, -0.490)  -0.398
H (-3.089, 0.124, 0.200)  0.165
C (1.136, -1.161, 0.098)  -0.259
H (-0.424, 1.610, -1.215)  0.181
H (-0.859, -2.081, 0.440)  0.227
H (-1.146, 1.869, 0.373)  0.170
H (-2.762, -1.244, -0.765)  0.207
H (1.134, -1.519, -1.051)  0.207
H (0.630, 1.399, 1.485)  0.192
N (-1.000, -0.124, -0.129)  -0.466
C (-0.480, 1.172, -0.194)  -0.211
N (1.695, 0.195, 0.076)  -0.213


Order from most stable to least stable according to the calculation: x, w


w | C3H9N3O2 | wB97M-V/def2-TZVPD

Computed properties:
* total charge: 0
* orbital gap: 0.354 Eh
* SMILES: CC(=O)N[C@H](N)ON
* E_LUMO: 0.812 eV
* highest occupied orbital energy: -0.3244 Eh
* spin multiplicity: 1

Last column: natural (NBO) charge in e.
CARTESIAN COORDINATES (ANGSTROEM)
H (1.413, -1.599, 1.333)  0.385
O (-1.040, 1.101, 0.538)  -0.669
N (-0.167, -0.685, -0.567)  -0.665
H (-2.678, -0.771, -1.442)  0.220
H (1.837, -1.086, -1.127)  0.166
H (-0.415, -1.521, -1.070)  0.384
H (1.873, 0.373, 1.379)  0.435
C (-2.568, -0.477, -0.399)  -0.706
H (-3.313, 0.286, -0.188)  0.240
N (1.576, 1.668, 0.532)  -0.559
C (1.384, -0.475, -0.337)  0.410
N (1.792, -0.739, 0.966)  -0.944
H (0.534, 1.794, 0.662)  0.412
C (-1.184, 0.073, -0.120)  0.687
O (1.673, 0.866, -0.668)  -0.399
H (2.040, 2.535, 0.274)  0.370
H (-2.757, -1.343, 0.236)  0.231


x | C3H9N3O2 | wB97M-V/def2-TZVPD

Computed properties:
* total charge: 0
* orbital gap: 0.340 Eh
* E_LUMO: 0.584 eV
* highest occupied orbital energy: -0.3189 Eh
* spin multiplicity: 1

Last column: natural (NBO) charge in e.
CARTESIAN COORDINATES (ANGSTROEM)
H (-0.317, -2.090, 1.593)  0.183
N (0.524, -1.044, -1.973)  -0.686
O (2.193, 0.642, 0.411)  -0.618
H (-1.917, 1.665, 0.678)  0.186
H (-3.281, 0.756, -0.337)  0.208
H (1.455, -0.921, 1.399)  0.256
H (1.906, 1.462, 0.848)  0.474
H (-0.336, -1.565, -2.025)  0.373
O (-1.443, -0.291, -0.013)  -0.391
H (-1.538, 1.458, -1.040)  0.187
H (-0.240, -0.386, 2.190)  0.198
N (1.772, 0.745, -0.956)  -0.292
H (2.646, -0.304, -1.060)  0.378
C (0.667, -0.209, -1.040)  0.504
C (0.265, -0.897, 1.305)  -0.464
N (-0.234, -0.006, 0.226)  -0.227
C (-2.121, 0.983, -0.207)  -0.270


y | C3H9N3O2 | wB97M-V/def2-TZVPD

Computed properties:
* total charge: 0
* orbital gap: 0.369 Eh
* SMILES: CC(C)NN(O)N=O
* E_LUMO: 0.408 eV
* highest occupied orbital energy: -0.3543 Eh
* spin multiplicity: 1

Last column: natural (NBO) charge in e.
CARTESIAN COORDINATES (ANGSTROEM)
H (0.348, -2.329, -1.557)  0.219
N (0.059, 0.830, -0.397)  -0.491
C (0.029, -1.290, -1.576)  -0.616
H (-0.080, -2.278, 1.040)  0.215
H (-0.957, 0.951, -0.491)  0.380
H (0.509, -0.787, -2.424)  0.221
C (-0.361, -1.230, 0.936)  -0.632
N (-0.562, 2.202, 1.423)  0.228
H (-0.111, -0.731, 1.883)  0.220
H (1.440, -0.665, -0.074)  0.198
N (0.401, 1.568, 0.739)  0.135
O (1.588, 2.256, 0.651)  -0.511
H (-1.040, -1.290, -1.806)  0.206
H (1.492, 2.812, -0.154)  0.467
H (-1.448, -1.161, 0.803)  0.211
O (-1.673, 1.740, 1.250)  -0.397
C (0.364, -0.599, -0.246)  -0.053


Order from most stable to least stable according to the calculation: w, y, x